1.
47
Properties=species:S:1:pos:R:3 method="wB97M-V/def2-TZVPD" s_squared=2.004 gap_ev="6.48 / 6.47" charge=-2 de_lowest_kj_mol=118.2 e_homo_ha="-0.066 / -0.065" largest_force_ev_per_a=2.53 spin_multiplicity=3 e_lumo_ev="4.700 / 4.696"
Ni 0.902 -2.244 -0.727
C -3.848 0.541 3.529
Si -2.953 1.144 1.956
C -4.146 1.022 0.507
C -2.602 3.010 2.213
C -1.258 0.324 1.897
C -0.152 0.905 2.475
C 1.059 0.212 2.523
C 1.153 -0.980 1.846
N 0.145 -1.548 1.155
C -1.111 -0.968 1.298
S -2.511 -1.854 0.951
H -4.782 1.090 3.683
H -3.240 0.658 4.428
H -4.093 -0.515 3.418
H -4.685 1.961 0.344
H -4.868 0.226 0.677
H -3.598 0.776 -0.401
H -3.534 3.580 2.198
H -1.970 3.393 1.409
H -2.107 3.224 3.163
H -0.233 1.886 2.931
H 1.913 0.585 3.070
H 2.079 -1.530 1.889
O 3.758 -2.421 -3.337
S 2.323 -2.230 -3.417
O 1.826 -2.333 -4.769
O 1.575 -3.072 -2.442
C 2.057 -0.520 -2.883
C 3.186 0.287 -2.869
C 3.114 1.590 -2.410
C 1.900 2.100 -1.969
C 0.767 1.307 -1.998
C 0.836 -0.008 -2.450
S -0.750 -0.859 -2.626
O -1.722 0.177 -2.311
O -0.843 -1.325 -3.983
O -0.815 -1.947 -1.609
H 4.111 -0.158 -3.207
H 4.002 2.211 -2.391
H 1.835 3.119 -1.607
H -0.198 1.674 -1.682
O 3.976 -2.116 1.595
Cl 3.512 -2.507 0.285
O 4.593 -3.086 -0.421
O 2.977 -1.334 -0.378
O 2.420 -3.449 0.449


2.
12
Properties=species:S:1:pos:R:3 method="wB97M-V/def2-TZVPD" gap_ev=10.80 de_lowest_kj_mol=259.6 e_homo_ha=-0.358 largest_force_ev_per_a=0.46 e_lumo_ev=1.055
C -1.127 -1.795 -0.829
C -0.626 -0.710 -1.015
C -0.041 0.578 -0.728
C 1.299 0.624 -0.007
C 0.048 0.781 0.788
O -0.371 -0.240 1.619
H -1.522 -2.764 -0.611
H -0.312 1.427 -1.350
H 1.836 -0.315 0.087
H 1.923 1.500 -0.173
H -0.221 1.767 1.157
H -0.886 -0.854 1.063


3.
8
Properties=species:S:1:pos:R:3 method="wB97M-V/def2-TZVPD" gap_ev=7.84 charge=-1 de_lowest_kj_mol=42.0 e_homo_ha=-0.148 largest_force_ev_per_a=2.42 e_lumo_ev=3.821
C 0.171 -0.121 -0.164
S 1.180 -0.743 -1.635
O 2.377 0.101 -1.492
O 0.407 -0.451 -2.820
S 1.384 -2.649 -1.262
H -0.731 -0.730 0.199
H 0.908 -0.078 0.637
H -0.245 0.821 -0.383


4.
13
Properties=species:S:1:pos:R:3 method="wB97M-V/def2-TZVPD" gap_ev=8.83 de_lowest_kj_mol=54.6 e_homo_ha=-0.312 largest_force_ev_per_a=0.68 e_lumo_ev=0.337
C 0.978 3.553 2.064
S 0.136 2.185 1.223
C 1.200 0.766 1.686
H 0.245 4.355 2.125
H 1.300 3.253 3.060
H 1.836 3.890 1.489
H 0.677 0.173 2.437
H 2.137 1.147 2.076
H 1.396 0.166 0.803
S -0.630 -2.325 -0.618
S -0.776 -1.991 -2.664
H -0.213 -1.070 -0.400
H -1.033 -3.255 -2.981


5.
24
Properties=species:S:1:pos:R:3 method="wB97M-V/def2-TZVPD" gap_ev=8.49 charge=+1 de_lowest_kj_mol=58.1 e_homo_ha=-0.428 largest_force_ev_per_a=0.51 e_lumo_ev=-3.158
C 0.292 -1.320 1.069
C 1.229 -1.779 -0.028
C 2.573 -2.176 0.565
N -1.021 -0.898 0.463
H 0.074 -2.100 1.801
H 0.681 -0.437 1.580
H 1.348 -0.951 -0.723
H 0.771 -2.607 -0.577
H 2.953 -1.389 1.213
H 2.474 -3.078 1.163
H 3.322 -2.378 -0.198
H -0.842 -0.079 -0.151
H -1.404 -1.652 -0.109
H -1.712 -0.605 1.152
C 0.928 2.167 -1.676
S -0.117 2.145 -0.198
S -1.934 2.455 -1.140
C -3.070 2.075 0.217
H 0.466 1.593 -2.474
H 1.076 3.195 -1.994
H 1.877 1.718 -1.396
H -2.637 2.342 1.174
H -3.931 2.719 0.073
H -3.397 1.041 0.195


6.
38
Properties=species:S:1:pos:R:3 method="wB97M-V/def2-TZVPD" s_squared=3.782 gap_ev="7.09 / 3.90" charge=+1 de_lowest_kj_mol=19.6 e_homo_ha="-0.465 / -0.467" largest_force_ev_per_a=3.01 spin_multiplicity=4 e_lumo_ev="-5.561 / -8.810"
Ni 0.476 -0.228 1.476
Se -2.588 2.031 -5.093
N -2.883 0.608 -4.067
C -2.006 0.549 -3.151
C -2.049 -0.397 -2.015
C -3.097 -1.287 -1.804
C -3.186 -1.853 -0.542
C -2.245 -1.498 0.408
N -1.302 -0.539 0.228
C -1.217 -0.049 -0.952
C -0.028 0.854 -1.083
N 0.879 0.844 -0.130
C 1.987 1.533 -0.289
C 2.196 2.425 -1.340
C 1.269 2.508 -2.353
C 0.085 1.668 -2.236
C -0.906 1.634 -3.264
N -1.067 2.480 -4.196
H -3.813 -1.567 -2.647
H -3.912 -2.643 -0.357
H -2.280 -2.036 1.315
H 2.669 1.362 0.513
H 3.070 2.977 -1.547
H 1.334 3.208 -3.175
Cl 1.377 1.203 5.784
C 1.872 1.998 4.259
C 1.443 1.154 3.115
O 2.139 0.248 2.553
O 0.247 1.410 2.732
H 2.934 2.200 4.348
H 1.271 2.876 4.214
F 1.901 -1.898 0.695
Sb 1.094 -3.513 1.348
F 2.245 -3.741 2.808
F 0.110 -2.079 2.344
F -0.026 -4.891 1.808
F -0.176 -2.984 0.021
F 2.185 -4.565 0.273